Molecular formula: C3H6BrClIN
Method: DFT, ωB97M-V/def2-TZVPD

The multiplicity is 1. The total energy is -95361.028 eV. The frontier orbital gap (alpha / beta) is 4.611 / 4.610 eV. The calculation puts the relative energy (zero: lowest compared OMol25 entry of this formula, charge and spin) at 174.0 kJ/mol. The value obtained for the lowest unoccupied orbital energy (alpha / beta) is -2.36 / -2.36 eV.

Atoms and positions in Å:
C1 -0.37 0.32 1.26
C2 -0.01 0.75 -1.12
C3 1.37 -0.89 0.18
N1 0.37 0.01 0.12
Cl1 2.16 -1.39 1.70
Br1 1.81 -2.05 -1.30
I1 -3.35 -0.98 -0.84
H1 -0.49 1.49 1.31
H2 -1.49 -0.02 0.93
H3 0.10 -0.08 2.24
H4 -0.93 1.18 -1.14
H5 0.83 1.56 -1.30
H6 -0.01 0.09 -2.03

Molecular formula: C4H5I
Method: DFT, ωB97M-V/def2-TZVPD

The multiplicity is 1. As for the SMILES: C#CC=C.I. The total energy is -12325.350 eV. The frontier orbital gap is 10.027 eV. The calculation puts the relative energy (zero: lowest compared OMol25 entry of this formula, charge and spin) at 262.3 kJ/mol. The value obtained for the lowest unoccupied orbital energy is 0.50 eV.

Atoms and positions in Å:
C1 0.21 -1.03 0.39
C2 0.49 -2.14 0.71
C3 -0.33 1.85 0.44
C4 -0.24 0.46 0.06
I1 -0.09 -0.73 -3.49
H1 0.56 -3.10 1.07
H2 0.06 2.24 1.40
H3 -0.74 2.42 -0.32
H4 0.08 -2.31 -3.83
H5 -0.77 0.43 -0.86

Molecular formula: C34H60EuN2O2Si
Method: DFT, ωB97M-V/def2-TZVPD

The multiplicity is 7. Its total charge is +1. The total energy is -70505.307 eV. The frontier orbital gap (alpha / beta) is 6.326 / 7.548 eV. The calculation puts the relative energy (zero: lowest compared OMol25 entry of this formula, charge and spin) at 19.9 kJ/mol. The value obtained for the lowest unoccupied orbital energy (alpha / beta) is -3.57 / -2.36 eV. As for the expectation value of S²: 12.079.

Atoms and positions in Å:
O1 0.45 -2.56 -1.62
O2 -1.17 -1.82 -3.50
C1 1.85 -2.68 -2.27
C2 2.75 -3.35 -1.27
H1 2.13 -1.66 -2.52
H2 1.68 -3.28 -3.17
H3 2.76 -2.82 -0.30
H4 3.77 -3.33 -1.64
H5 2.47 -4.39 -1.11
C3 -0.25 -3.92 -1.44
C4 -0.17 -4.81 -2.66
H6 -1.28 -3.65 -1.18
H7 0.27 -4.36 -0.59
H8 -0.66 -4.40 -3.55
H9 -0.71 -5.73 -2.42
H10 0.86 -5.10 -2.91
C5 -2.57 -1.70 -3.17
C6 -0.70 -1.18 -4.70
C7 -3.33 -2.94 -3.53
H11 -2.97 -0.81 -3.68
H12 -2.63 -1.52 -2.08
H13 -3.32 -3.13 -4.60
H14 -4.37 -2.81 -3.23
H15 -2.95 -3.82 -3.01
C8 -1.04 -1.96 -5.94
H16 0.39 -1.09 -4.59
H17 -1.12 -0.16 -4.74
H18 -0.74 -3.01 -5.87
H19 -0.50 -1.51 -6.78
H20 -2.11 -1.90 -6.17
H21 -0.12 -1.96 -2.21
N1 1.54 1.28 2.36
C9 1.42 2.57 2.66
C10 0.26 3.33 2.42
C11 -1.03 2.87 2.08
C12 2.61 3.31 3.24
H22 3.42 3.39 2.50
H23 3.00 2.80 4.14
H24 2.29 4.32 3.52
C13 -2.10 3.92 1.88
H25 -2.89 3.85 2.64
H26 -2.56 3.84 0.89
H27 -1.65 4.92 1.95
N2 -1.37 1.58 2.01
C14 2.73 0.52 2.60
C15 3.70 0.37 1.58
C16 3.55 1.04 0.24
C17 4.81 -0.44 1.81
H28 5.55 -0.55 1.01
C18 4.98 -1.09 3.03
H29 5.85 -1.71 3.20
C19 4.01 -0.96 4.03
H30 4.12 -1.48 4.98
C20 2.87 -0.18 3.82
C21 1.79 -0.13 4.85
C22 -2.66 1.11 2.36
C23 -3.65 0.90 1.37
C24 -3.37 1.23 -0.07
C25 -4.91 0.44 1.75
H31 -5.67 0.30 0.98
C26 -5.18 0.17 3.10
H32 -6.17 -0.19 3.38
C27 -4.20 0.34 4.07
H33 -4.40 0.10 5.12
C28 -2.94 0.82 3.72
C29 -1.88 1.03 4.76
Eu1 0.14 -0.12 0.94
H34 3.27 0.30 -0.54
H35 4.50 1.49 -0.07
H36 2.79 1.83 0.24
H37 1.40 0.88 5.01
H38 2.18 -0.49 5.81
H39 0.94 -0.78 4.58
H40 -3.98 0.60 -0.72
H41 -2.32 1.08 -0.36
H42 -3.62 2.28 -0.30
H43 -0.94 0.51 4.51
H44 -2.22 0.65 5.73
H45 -1.62 2.10 4.88
H46 0.36 4.40 2.56
C30 0.30 0.50 -1.60
Si1 0.45 2.28 -2.17
H47 1.18 -0.14 -1.78
H48 -0.60 -0.02 -1.97
C31 1.68 2.38 -3.60
C32 0.99 3.65 -0.99
C33 -1.25 2.84 -2.78
H49 -1.81 2.00 -3.20
H50 -1.14 3.60 -3.57
H51 -1.85 3.28 -1.97
H52 2.66 1.97 -3.31
H53 1.84 3.41 -3.95
H54 1.32 1.79 -4.46
H55 1.82 3.38 -0.32
H56 0.16 4.00 -0.36
H57 1.34 4.50 -1.59
C34 0.84 -2.35 1.84
H58 0.02 -2.54 2.55
H59 1.80 -2.39 2.37
H60 0.85 -3.12 1.06

Molecular formula: C3H9N2
Method: DFT, ωB97M-V/def2-TZVPD

The multiplicity is 1. Its total charge is +1. The total energy is -6228.563 eV. The frontier orbital gap is 8.481 eV. The calculation puts the relative energy (zero: lowest compared OMol25 entry of this formula, charge and spin) at 239.9 kJ/mol. The value obtained for the lowest unoccupied orbital energy is -5.19 eV.

Atoms and positions in Å:
C1 -1.81 -1.83 0.76
N1 -0.72 -1.63 1.39
H1 -1.79 -2.39 -0.18
H2 -2.79 -1.62 1.18
H3 -0.92 -1.50 2.38
C2 1.45 0.61 -1.50
C3 -0.02 1.32 0.30
N2 1.14 1.30 -0.24
H4 1.46 -0.47 -1.38
H5 2.41 0.95 -1.87
H6 0.69 0.93 -2.21
H7 -0.75 0.65 -0.14
H8 -0.16 1.82 1.25
H9 1.82 1.87 0.25

Molecular formula: C10H18Br2EuN6O5SSe
Method: DFT, ωB97M-V/def2-TZVPD

The multiplicity is 8. Its total charge is -2. The total energy is -265422.309 eV. The frontier orbital gap (alpha / beta) is 3.338 / 4.288 eV. The value obtained for the lowest unoccupied orbital energy (alpha / beta) is 4.05 / 4.03 eV. As for the expectation value of S²: 15.776.

Atoms and positions in Å:
Eu1 -1.64 -0.56 -0.21
C1 3.80 -2.51 0.41
N1 2.50 -2.27 1.05
C2 2.02 -3.42 1.82
C3 1.58 -1.46 0.42
N2 0.32 -1.68 0.30
N3 2.09 -0.28 -0.09
C4 1.41 0.75 -0.68
N4 2.20 1.81 -1.00
N5 0.16 0.71 -0.91
H1 4.44 -3.15 1.03
H2 4.35 -1.57 0.26
H3 3.66 -3.00 -0.56
H4 2.82 -3.84 2.44
H5 1.65 -4.21 1.15
H6 1.22 -3.12 2.50
H7 -0.24 -2.76 0.87
H8 2.92 0.02 0.39
H9 3.07 1.54 -1.44
H10 1.71 2.48 -1.59
H11 -0.48 1.77 -1.43
Br1 -2.89 -2.96 -0.93
C5 -3.26 -2.61 -2.75
Br2 -2.53 -0.87 -2.85
H12 -4.33 -2.60 -2.95
H13 -2.72 -3.30 -3.40
O1 -1.75 1.22 -1.64
N6 -1.53 2.50 -1.20
C6 -0.72 3.40 -1.84
C7 -0.57 4.72 -1.27
C8 -1.22 5.01 -0.12
C9 -2.07 4.01 0.52
C10 -2.21 2.77 -0.03
S1 -3.17 1.45 0.57
H14 -0.24 3.06 -2.75
H15 0.07 5.43 -1.77
H16 -1.15 5.98 0.35
H17 -2.59 4.26 1.43
O2 0.38 -0.39 2.29
Se1 -1.03 -0.91 2.96
O3 -1.10 -0.08 4.39
O4 -2.44 -0.39 1.90
O5 -0.91 -2.71 3.32
H18 -1.58 -2.23 1.07

Molecular formula: C4H11NO2
Method: DFT, ωB97M-V/def2-TZVPD

The multiplicity is 2. Its total charge is +1. The total energy is -9901.087 eV. The frontier orbital gap (alpha / beta) is 8.393 / 6.108 eV. The calculation puts the relative energy (zero: lowest compared OMol25 entry of this formula, charge and spin) at 184.2 kJ/mol. The value obtained for the lowest unoccupied orbital energy (alpha / beta) is -6.11 / -8.38 eV. As for the expectation value of S²: 0.757.

Atoms and positions in Å:
C1 -1.43 0.76 -1.62
C2 -1.16 -0.20 -0.53
C3 -0.24 -1.24 -0.77
C4 -1.75 -0.82 1.60
N1 -1.84 0.03 0.64
H1 -1.77 1.72 -1.24
H2 -2.20 0.46 -2.35
H3 -0.53 0.87 -2.21
H4 0.02 -1.96 -0.01
H5 0.09 -1.50 -1.77
H6 -2.37 -0.65 2.48
H7 -1.10 -1.71 1.61
H8 2.54 1.74 1.38
H9 1.07 1.81 1.96
O1 1.66 1.35 1.36
H10 2.43 0.30 -0.43
H11 3.28 -0.79 0.32
O2 3.28 -0.16 -0.41

Molecular formula: C11H24CdClF2NPS2
Method: DFT, ωB97M-V/def2-TZVPD

The multiplicity is 1. Its total charge is +1. The total energy is -66752.649 eV. The frontier orbital gap is 1.561 eV. The calculation puts the relative energy (zero: lowest compared OMol25 entry of this formula, charge and spin) at 292.9 kJ/mol. The value obtained for the lowest unoccupied orbital energy is -8.46 eV.

Atoms and positions in Å:
C1 4.74 -2.13 -0.07
C2 4.59 -0.85 -0.97
N1 3.61 0.15 -0.51
C3 3.69 0.45 0.92
C4 3.49 2.01 1.17
C5 2.29 -0.12 -0.93
S1 1.57 -1.61 -1.04
S2 1.29 1.34 -1.44
C6 -0.29 1.03 -0.53
C7 -1.19 2.29 -0.43
C8 -2.64 2.09 -0.94
P1 -3.59 0.71 -0.01
F1 -4.70 1.79 0.68
F2 -2.68 0.85 1.40
C9 -4.62 -0.75 0.76
C10 -3.93 -2.13 0.70
C11 -3.84 -2.74 -0.74
Cl1 -5.16 -2.21 -1.85
H1 4.67 -3.02 -0.72
H2 3.96 -2.24 0.70
H3 5.77 -2.17 0.36
H4 4.33 -1.13 -2.01
H5 5.58 -0.34 -0.98
H6 2.85 -0.08 1.43
H7 4.67 0.17 1.37
H8 3.76 2.58 0.26
H9 2.47 2.23 1.53
H10 4.22 2.33 2.01
H11 -0.78 0.15 -0.99
H12 0.00 0.74 0.50
H13 -0.77 3.12 -1.06
H14 -1.23 2.71 0.59
H15 -3.22 3.02 -0.76
H16 -2.72 1.88 -2.02
H17 -2.70 -0.28 -0.56
H18 -4.48 0.65 -1.16
H19 -5.65 -0.77 0.37
H20 -4.72 -0.48 1.84
H21 -4.58 -2.82 1.28
H22 -2.94 -2.16 1.16
H23 -3.88 -3.84 -0.65
H24 -2.84 -2.51 -1.17
Cd1 5.66 2.09 2.56

Molecular formula: C18H16N4O2S2
Method: DFT, ωB97M-V/def2-TZVPD

The multiplicity is 1. As for the SMILES: CCOc1ccc2nc(Nc3nc4ccc(NC(C)=O)cc4s3)sc2c1. The total energy is -50653.191 eV. The frontier orbital gap is 8.144 eV. The calculation puts the relative energy (zero: lowest compared OMol25 entry of this formula, charge and spin) at 0.0 kJ/mol. The value obtained for the lowest unoccupied orbital energy is 0.62 eV.

Atoms and positions in Å:
C1 4.74 -1.83 7.46
C2 4.22 -1.17 6.19
O1 3.14 -1.96 5.72
C3 2.49 -1.59 4.59
C4 1.45 -2.43 4.20
C5 0.75 -2.12 3.05
C6 1.06 -0.98 2.27
C7 2.10 -0.16 2.68
C8 2.81 -0.46 3.82
H1 3.62 0.19 4.12
H2 2.34 0.71 2.08
N1 0.27 -0.81 1.17
C9 -0.61 -1.74 1.06
N2 -1.51 -1.82 0.06
C10 -1.59 -0.91 -0.96
N3 -2.46 -1.01 -1.90
C11 -2.33 0.02 -2.79
C12 -3.10 0.22 -3.93
C13 -2.84 1.30 -4.73
C14 -1.82 2.21 -4.43
C15 -1.03 2.03 -3.30
C16 -1.29 0.93 -2.49
S1 -0.48 0.46 -1.02
H3 -0.24 2.72 -3.06
N4 -1.63 3.29 -5.30
C17 -0.72 4.30 -5.24
O2 0.11 4.43 -4.37
C18 -0.87 5.27 -6.40
H4 -1.86 5.71 -6.40
H5 -0.71 4.75 -7.35
H6 -0.12 6.05 -6.31
H7 -2.27 3.30 -6.09
H8 -3.44 1.47 -5.62
H9 -3.89 -0.48 -4.17
H10 -2.18 -2.58 0.05
S2 -0.59 -2.98 2.34
H11 1.21 -3.29 4.80
H12 3.88 -0.15 6.41
H13 5.01 -1.13 5.44
H14 5.57 -1.26 7.86
H15 3.95 -1.87 8.21
H16 5.07 -2.84 7.25

Molecular formula: C5H13NO2
Method: DFT, ωB97M-V/def2-TZVPD

The multiplicity is 1. As for the SMILES: CCC(O)(O)N(C)C. The total energy is -10980.677 eV. The frontier orbital gap is 9.496 eV. The calculation puts the relative energy (zero: lowest compared OMol25 entry of this formula, charge and spin) at 116.0 kJ/mol. The value obtained for the lowest unoccupied orbital energy is 0.81 eV.

Atoms and positions in Å:
C1 -0.20 0.36 -0.19
C2 -1.28 -0.60 0.27
C3 2.15 0.22 -0.95
C4 1.50 -1.03 0.98
C5 -2.71 0.05 0.09
N1 1.06 -0.47 -0.28
O1 -0.44 0.87 -1.47
O2 -0.13 1.43 0.72
H1 -1.27 1.37 -1.44
H2 0.65 1.96 0.53
H3 -1.23 -1.52 -0.31
H4 -1.14 -0.79 1.33
H5 1.78 0.64 -1.88
H6 0.80 -1.78 1.34
H7 2.59 1.02 -0.33
H8 2.93 -0.50 -1.19
H9 2.46 -1.53 0.83
H10 1.64 -0.26 1.76
H11 -2.98 0.13 -0.96
H12 -2.74 1.03 0.56
H13 -3.44 -0.59 0.58

Molecular formula: F6H22O11P
Method: DFT, ωB97M-V/def2-TZVPD

The multiplicity is 1. Its total charge is -1. The total energy is -48483.561 eV. The frontier orbital gap is 10.671 eV. The calculation puts the relative energy (zero: lowest compared OMol25 entry of this formula, charge and spin) at 63.5 kJ/mol. The value obtained for the lowest unoccupied orbital energy is 2.45 eV.

Atoms and positions in Å:
P1 -0.24 -0.02 0.49
F1 -1.43 -0.93 1.00
F2 -0.52 1.09 1.62
F3 0.71 -0.85 1.54
F4 1.13 0.71 -0.03
F5 0.00 -1.14 -0.64
F6 -1.15 0.91 -0.51
O1 3.42 -1.42 0.35
H1 2.86 -0.86 -0.19
H2 3.94 -1.99 -0.20
O2 -3.24 -2.37 2.48
H3 -2.70 -1.56 2.28
H4 -2.63 -3.05 2.17
O3 -2.60 3.41 0.63
H5 -3.35 2.95 0.31
H6 -1.86 2.82 0.58
O4 1.72 0.51 -3.20
H7 1.21 1.15 -2.63
H8 2.13 0.99 -3.93
O5 0.91 -3.89 0.33
H9 1.39 -3.08 0.52
H10 -0.04 -3.64 0.41
O6 0.90 3.67 -0.32
H11 0.76 3.05 0.36
H12 1.63 4.24 -0.08
O7 -1.10 -2.45 -2.91
H13 -1.23 -1.52 -2.79
H14 -0.39 -2.67 -2.22
O8 5.83 0.21 1.62
H15 5.58 0.36 0.70
H16 4.99 -0.16 1.96
O9 -0.72 3.02 -2.81
H17 -1.60 2.73 -2.55
H18 -0.18 3.24 -2.01
O10 -2.79 2.11 3.48
H19 -2.63 2.88 2.90
H20 -2.37 1.40 3.02
O11 -2.09 -3.63 -0.37
H21 -1.90 -3.44 -1.28
H22 -2.36 -2.79 -0.07

Molecular formula: C30H45As4CuN2S2
Method: DFT, ωB97M-V/def2-TZVPD

The multiplicity is 2. Its total charge is +1. The total energy is -344479.586 eV. The frontier orbital gap (alpha / beta) is 8.070 / 5.729 eV. The calculation puts the relative energy (zero: lowest compared OMol25 entry of this formula, charge and spin) at 89.5 kJ/mol. The value obtained for the lowest unoccupied orbital energy (alpha / beta) is -2.10 / -4.56 eV. As for the expectation value of S²: 0.758.

Atoms and positions in Å:
Cu1 0.94 0.10 0.24
C1 2.37 3.46 0.97
As1 1.40 2.42 -0.36
C2 2.79 2.27 -1.71
C3 0.27 3.73 -1.29
C4 -1.02 4.22 -0.62
C5 -0.75 4.53 0.86
C6 -2.15 3.19 -0.72
As2 -1.82 1.31 -0.15
C7 -3.56 0.72 -0.86
C8 -2.38 1.44 1.73
C9 -1.47 5.53 -1.31
As3 -1.75 5.79 -3.27
C10 -2.14 4.01 -4.03
C11 0.12 5.87 -3.87
H1 2.74 4.38 0.53
H2 3.21 2.85 1.30
H3 1.75 3.69 1.84
H4 3.12 3.26 -2.03
H5 2.42 1.72 -2.58
H6 3.62 1.72 -1.28
H7 0.04 3.27 -2.25
H8 0.93 4.57 -1.47
H9 -0.46 3.62 1.38
H10 -1.65 4.92 1.33
H11 0.04 5.28 0.97
H12 -2.48 3.11 -1.75
H13 -3.00 3.55 -0.14
H14 -4.29 1.53 -0.78
H15 -3.91 -0.13 -0.28
H16 -3.45 0.41 -1.89
H17 -3.29 2.02 1.82
H18 -1.60 1.89 2.34
H19 -2.56 0.43 2.11
H20 -0.76 6.32 -1.06
H21 -2.42 5.83 -0.85
H22 -3.15 3.69 -3.77
H23 -1.43 3.24 -3.75
H24 -2.10 4.13 -5.11
H25 0.68 6.58 -3.26
H26 0.13 6.24 -4.90
H27 0.62 4.91 -3.85
S1 2.87 0.23 1.36
C12 3.72 -1.28 1.09
C13 5.11 -1.31 1.18
C14 5.79 -2.50 1.02
C15 5.09 -3.68 0.77
C16 3.70 -3.65 0.70
C17 3.01 -2.46 0.86
As4 1.08 -2.31 0.69
C18 0.74 -4.02 -0.14
C19 1.03 -4.14 -1.50
C20 0.95 -5.38 -2.12
C21 0.57 -6.50 -1.39
C22 0.27 -6.37 -0.04
C23 0.37 -5.14 0.59
C24 0.46 -2.50 2.52
C25 -0.85 -2.94 2.73
C26 -1.35 -3.01 4.02
C27 -0.56 -2.62 5.10
C28 0.73 -2.18 4.88
C29 1.25 -2.12 3.59
H28 5.65 -0.39 1.39
H29 6.87 -2.52 1.08
H30 5.62 -4.61 0.64
H31 3.16 -4.57 0.52
H32 1.32 -3.27 -2.06
H33 1.19 -5.48 -3.17
H34 0.51 -7.46 -1.87
H35 -0.02 -7.25 0.53
H36 0.17 -5.05 1.65
H37 -1.45 -3.22 1.88
H38 -2.36 -3.36 4.20
H39 -0.95 -2.68 6.10
H40 1.34 -1.87 5.72
H41 2.26 -1.77 3.43
N1 -4.11 -3.41 -1.61
C30 -3.46 -2.85 -0.58
N2 -4.09 -2.84 0.61
S2 -1.93 -2.20 -0.76
H42 -5.00 -3.86 -1.50
H43 -3.64 -3.47 -2.49
H44 -5.01 -3.22 0.74
H45 -3.63 -2.41 1.39

Molecular formula: C2H3F2NO
Method: DFT, ωB97M-V/def2-TZVPD

The multiplicity is 1. As for the SMILES: FN(F)[C@@H]1CO1. The total energy is -11089.055 eV. The frontier orbital gap is 11.306 eV. The calculation puts the relative energy (zero: lowest compared OMol25 entry of this formula, charge and spin) at 633.0 kJ/mol. The value obtained for the lowest unoccupied orbital energy is 0.97 eV.

Atoms and positions in Å:
C1 -0.21 -0.64 -0.88
C2 0.63 0.18 -0.08
N1 2.25 -0.18 -0.53
O1 -0.07 0.80 -1.04
F1 3.10 0.84 -0.26
F2 2.55 -1.11 0.58
H1 0.15 -1.22 -1.67
H2 -1.27 -0.93 -0.40
H3 0.82 0.38 0.97